1.
# C12H11F3I2MnN3O3S

A molecular structure, C12H11F3I2MnN3O3S in a non-equilibrium geometry (the ωB97M-V functional and the def2-TZVPD basis, the OMol25 dataset).

Geometry as XYZ:
```
36
Properties=species:S:1:pos:R:3:forces:R:3
Mn 0.4483 -1.0752 0.7109 -0.7 -0.8 0.1
I 1.5183 -3.5296 0.7450 0.5 -0.4 1.8
C 2.0326 -3.5309 3.0219 -1.1 -0.4 -0.4
I 0.6286 -2.6127 4.3617 0.6 -0.2 -0.9
H 3.0071 -3.1001 3.0829 0.4 0.5 -0.1
H 2.0621 -4.5875 3.2627 -0.1 0.0 -0.2
N 0.9433 0.5659 -2.1014 -1.4 -1.6 0.4
C 1.5257 1.0747 -0.9189 1.4 0.4 -2.8
C 2.1152 2.3302 -1.1450 1.2 0.7 1.2
C 2.8192 2.8887 -0.0660 -0.5 -0.8 0.0
C 3.0653 2.0544 1.0743 0.5 1.3 -0.3
C 2.4843 0.8222 1.1604 -0.2 0.0 0.3
N 1.7232 0.3276 0.1619 0.2 1.1 -0.4
C -0.2050 -0.2210 -2.1980 0.5 -1.5 1.5
C -1.0779 -0.0668 -3.2708 -0.2 -0.2 -0.6
C -2.3092 -0.6988 -3.2379 -0.8 -0.8 1.3
C -2.5870 -1.6069 -2.1941 1.2 0.5 0.1
C -1.5768 -1.8162 -1.2521 -1.1 -0.8 0.1
N -0.3977 -1.1828 -1.2037 -0.9 1.9 -2.2
H 1.2443 0.7975 -3.0320 0.6 1.0 0.4
H 2.1611 2.8143 -2.1507 -0.7 -0.4 1.1
H 3.1037 3.9580 -0.0802 0.3 -1.0 -0.1
H 3.7665 2.3941 1.8437 -0.6 -0.1 -0.1
H 2.5307 0.1793 2.0622 0.3 0.6 -0.6
H -0.8088 0.4913 -4.1711 0.0 0.3 0.6
H -3.1533 -0.4688 -3.8869 0.7 0.0 -0.4
H -3.5276 -2.1347 -2.0938 0.1 0.1 -0.1
H -1.7593 -2.5463 -0.4496 0.1 0.3 -0.3
F -3.4617 0.3161 0.1475 -0.1 0.6 0.7
C -3.3462 1.1093 1.2349 -0.9 -0.4 0.9
F -4.2181 0.6135 2.2323 2.0 1.1 -2.1
F -3.7133 2.3710 0.9089 0.4 -1.6 0.5
S -1.5147 1.0891 1.8085 -0.4 0.1 -0.6
O -0.8257 1.9155 0.8037 -0.8 -1.0 1.5
O -1.0947 -0.3764 1.6298 -1.1 1.3 0.7
O -1.6028 1.4421 3.1991 0.5 0.1 -1.0
```
Positions in Å, forces in eV/Å.

## Properties
Orbital gap (alpha / beta) in eV: 7.58 / 7.50
Charge: +1
ΔE to the lowest compared entry with this formula, charge and spin in kcal per mole: 12.2
Strongest force on any atom in eV/Å: 3.20
Spin multiplicity: 6

These are the natural (NBO) partial charges, in e, on atoms 1 to 4: atom 1 (Mn): 1.42, atom 2 (I): 0.13, atom 3 (C): -0.61, atom 4 (I): 0.27

---

2.
# C12H11N4O3S2W

A molecular structure, C12H11N4O3S2W in a non-equilibrium geometry (the ωB97M-V functional and the def2-TZVPD basis, the OMol25 dataset).

Geometry as XYZ:
```
33
Properties=species:S:1:pos:R:3:forces:R:3
W -0.1537 1.1525 1.0063 1.5 -0.1 1.6
O -0.6553 1.2581 -0.8999 -0.5 0.1 -0.4
C -1.8676 1.5091 -0.4362 0.1 0.2 -0.4
O -1.7950 2.2783 0.5826 -0.1 -0.1 -0.1
C -2.9968 0.6154 -0.6270 0.0 -0.1 0.0
C -4.0084 0.6733 -1.5546 -0.2 -0.1 -0.1
C -5.0194 -0.2850 -1.4674 0.0 0.0 0.0
C -5.0089 -1.2574 -0.4723 0.0 0.0 -0.1
C -3.9848 -1.3176 0.4658 0.0 0.1 -0.1
C -2.9692 -0.3733 0.3800 -0.1 -0.1 0.1
S -1.6157 -0.5492 1.5114 0.5 0.4 -0.2
H -4.0331 1.4458 -2.3121 0.0 0.0 0.0
H -5.8273 -0.2622 -2.1867 0.0 0.0 0.0
H -5.8058 -1.9879 -0.4231 0.0 0.0 0.0
H -3.9720 -2.0897 1.2267 0.0 0.0 0.0
C 4.6197 -1.5731 -0.9277 -0.1 0.1 0.1
N 3.4792 -0.9255 -0.2472 0.2 -0.2 0.0
C 3.0906 -1.2726 1.1277 0.0 0.1 -0.2
C 1.8992 -0.3974 1.2577 0.0 -0.2 0.4
O 1.0526 -0.2200 2.1701 -0.3 0.0 0.2
N 1.6859 0.3201 0.1633 -0.7 0.4 0.0
C 2.6451 -0.0482 -0.7728 0.2 0.1 -0.2
N 2.6742 0.4420 -1.9871 0.0 0.0 0.0
H 5.4011 -1.7479 -0.1928 0.0 0.0 0.0
H 5.0259 -0.9110 -1.6894 0.0 0.0 0.0
H 4.3087 -2.5165 -1.3724 0.0 0.0 0.0
H 3.8634 -1.0207 1.8573 0.1 0.0 0.0
H 2.8371 -2.3283 1.2444 0.0 -0.1 0.0
H 2.0123 1.1434 -2.2820 0.0 0.0 0.0
H 3.3817 0.1657 -2.6541 0.0 0.0 0.0
S 0.8130 4.3851 4.1190 0.1 0.4 0.4
C 0.5639 3.3029 3.1183 -0.1 -0.6 -0.4
N 0.3593 2.3913 2.2743 -0.3 -0.4 -0.7
```
Positions in Å, forces in eV/Å.

## Properties
Orbital gap in eV: 5.58
Charge: +3
ΔE to the lowest compared entry with this formula, charge and spin in kcal per mole: 23.6
Strongest force on any atom in eV/Å: 2.18

These are the natural (NBO) partial charges, in e, on atoms 1 to 4: atom 1 (W): 1.83, atom 2 (O): -0.56, atom 3 (C): 0.83, atom 4 (O): -0.49

---

3.
# C12H12

A molecular structure, C12H12 in a non-equilibrium geometry (the ωB97M-V functional and the def2-TZVPD basis, the OMol25 dataset).

Geometry as XYZ:
```
24
Properties=species:S:1:pos:R:3:forces:R:3
C 1.9770 2.8526 1.7660 0.9 -0.3 1.5
C 1.3067 1.6182 0.8034 1.0 3.4 -1.8
C 0.9690 2.1114 -0.5648 -1.9 2.2 -2.1
C 0.2440 1.4503 -1.5371 1.4 -3.2 0.5
C -0.1573 0.0205 -1.2644 1.8 4.5 0.7
C -0.8097 -0.7489 -2.2084 -1.2 0.0 -0.9
C -1.3334 -1.7999 -1.6098 -8.4 -4.2 -2.0
C -1.5504 -2.2610 -0.3053 -0.6 -3.2 -1.5
C -0.9551 -1.5328 0.6009 4.4 1.7 3.2
C -0.7604 -1.9882 2.0627 -0.1 -1.5 2.6
C -0.0354 -0.3606 0.0902 -0.4 -1.9 2.1
C 0.9385 0.3225 1.0326 -1.2 -0.6 2.7
H 2.5348 2.4242 2.7915 -2.2 0.9 -2.5
H 1.1168 3.6519 1.9948 1.8 -2.2 -0.2
H 2.8847 3.5606 1.4143 -2.2 -2.1 -0.3
H 0.9456 3.1741 -1.1158 1.3 -1.5 2.7
H 0.1547 1.8453 -2.5930 -0.1 -0.4 1.5
H -1.1901 -0.5360 -3.2446 1.0 0.4 1.3
H -2.6459 -2.2528 -1.9702 4.1 1.0 -0.9
H -2.1330 -3.3390 -0.2366 1.5 3.3 0.6
H 0.3409 -1.9927 2.2553 -0.8 0.4 -0.1
H -1.2554 -1.2921 2.8970 1.0 -1.5 -1.9
H -0.9558 -3.2222 2.4324 -0.2 3.7 -1.7
H 1.2016 -0.1253 2.1790 -1.0 1.1 -3.6
```
Positions in Å, forces in eV/Å.

## Properties
Orbital gap in eV: 8.88
Charge: 0
ΔE to the lowest compared entry with this formula, charge and spin in kcal per mole: 178.7
Strongest force on any atom in eV/Å: 9.62

These are the natural (NBO) partial charges, in e, on atoms 1 to 4: atom 1 (C): -0.66, atom 2 (C): -0.01, atom 3 (C): -0.24, atom 4 (C): -0.19

---

4.
# C12H12BBeCl3GeN8

A molecular structure, C12H12BBeCl3GeN8 in a non-equilibrium geometry (the ωB97M-V functional and the def2-TZVPD basis, the OMol25 dataset).

Geometry as XYZ:
```
38
Properties=species:S:1:pos:R:3:forces:R:3
Be -0.0010 0.0000 1.8361 0.0 0.0 -3.0
C -1.7085 3.1140 0.2763 0.1 -0.1 0.2
C -1.3929 2.4798 1.4659 -0.1 0.1 -0.2
N -0.7438 1.3409 1.2069 -0.2 0.1 1.1
N -0.6322 1.2310 -0.1353 0.0 0.2 -0.3
C -1.2089 2.2859 -0.7138 -0.1 0.2 0.3
B 0.0855 -0.0001 -0.7288 -0.4 0.0 -1.3
N 1.4969 -0.0001 -0.1236 0.3 0.0 -0.4
C 2.7421 -0.0004 -0.6069 0.2 0.0 0.3
C 3.6350 -0.0001 0.4476 -0.1 0.0 0.0
C 2.8411 0.0005 1.5812 0.1 0.0 -0.2
N 1.5543 0.0004 1.2287 0.1 0.0 1.0
N -0.6322 -1.2310 -0.1353 0.0 -0.2 -0.3
C -1.2091 -2.2858 -0.7137 -0.1 -0.2 0.2
C -1.7084 -3.1141 0.2764 0.1 0.1 0.2
C -1.3923 -2.4802 1.4660 -0.1 -0.1 -0.2
N -0.7433 -1.3413 1.2070 -0.1 -0.1 1.2
N -0.0462 -0.0003 -2.2266 0.1 0.0 -0.1
C 0.7980 0.0004 -3.2837 0.2 0.0 -1.0
C 0.0489 -0.0004 -4.4408 0.4 0.0 0.4
C -1.2877 -0.0009 -3.9981 1.0 0.0 0.0
N -1.3141 0.0010 -2.6928 -1.6 0.0 1.2
H -2.2230 4.0415 0.1420 -0.1 0.2 0.0
H -1.5964 2.7817 2.4751 -0.1 0.1 0.2
H -1.2486 2.4021 -1.7773 0.0 -0.2 -0.2
H 2.9644 -0.0008 -1.6520 -0.1 0.0 -0.2
H 4.7032 -0.0003 0.3783 0.2 0.0 0.1
H 3.1295 0.0013 2.6140 0.1 0.0 0.2
H -1.2490 -2.4020 -1.7773 0.0 0.1 -0.2
H -2.2230 -4.0416 0.1421 -0.1 -0.2 0.0
H -1.5948 -2.7826 2.4752 -0.1 -0.1 0.2
H 1.8614 0.0008 -3.1882 0.2 0.0 0.0
H 0.4084 0.0010 -5.4483 0.1 0.0 -0.2
H -2.1860 -0.0002 -4.5786 -0.3 0.0 -0.1
Cl 1.0003 1.8125 4.8496 -0.4 -0.8 -0.7
Ge 0.0162 -0.0002 4.4490 0.0 0.0 3.2
Cl 1.0983 -1.7560 4.8504 -0.5 0.8 -0.7
Cl -2.0434 -0.0571 4.8515 0.9 0.0 -0.7
```
Positions in Å, forces in eV/Å.

## Properties
Orbital gap (alpha / beta) in eV: 1.99 / 1.96
Charge: +2
Strongest force on any atom in eV/Å: 3.20

These are the natural (NBO) partial charges, in e, on atoms 1 to 4: atom 1 (Be): 1.60, atom 2 (C): -0.30, atom 3 (C): 0.01, atom 4 (N): -0.60

---

5.
# C12H12CaN2O4

A molecular structure, C12H12CaN2O4 in a non-equilibrium geometry (the ωB97M-V functional and the def2-TZVPD basis, the OMol25 dataset).

Geometry as XYZ:
```
31
Properties=species:S:1:pos:R:3:forces:R:3
C 1.8186 -0.4247 2.3578 -0.5 -0.1 0.2
C 0.5842 -1.3726 2.0448 1.6 -0.7 -0.2
O -0.1644 -1.0393 0.8707 -0.6 1.0 1.5
C -0.7870 0.2053 0.9706 0.4 0.3 -0.7
C -2.3516 0.2524 0.7038 0.2 1.0 -0.9
O -2.8382 -0.0914 -0.5912 0.5 -2.9 0.8
C -2.6909 -1.4412 -0.8255 0.6 3.1 -0.4
N -2.2633 -2.4247 -1.2309 -0.4 -0.8 0.2
O -2.5865 1.6629 0.7290 0.9 -1.5 1.1
C -1.4585 2.3258 0.0944 0.0 0.0 -1.0
O -1.6448 3.4036 -0.3233 0.5 -0.1 0.2
C -0.1569 1.4413 0.1419 -1.5 -1.5 0.6
C 0.3549 0.7494 -1.1570 1.8 -0.2 -1.8
C 1.7125 0.2409 -1.2417 0.3 -0.4 -0.1
C 2.2846 -0.4642 -2.4016 -4.0 1.3 -0.5
C 1.3177 -0.5685 -3.5261 0.7 1.0 2.9
C 0.0034 0.0264 -3.3002 0.4 -0.9 -1.5
N -0.5034 0.6375 -2.2055 1.9 -0.4 0.5
H 2.7571 -0.9371 2.0256 -0.8 0.6 0.5
H 1.8420 -0.2406 3.4670 0.4 -0.2 -0.9
H 1.7811 0.5719 1.8482 -0.1 -0.9 0.4
H -0.0713 -1.4978 2.9833 0.0 0.3 -0.8
H 1.0059 -2.4015 1.8578 -0.8 1.0 0.2
H -0.7328 0.5763 2.0695 0.4 -0.3 -0.9
H -2.9161 -0.3819 1.4480 0.2 0.9 -0.3
H 0.5767 2.0465 0.7403 -0.4 -0.8 -0.9
H 2.3663 0.3624 -0.3377 -0.6 0.0 -1.0
H 3.3176 -0.8686 -2.4401 -1.0 0.5 0.2
H 1.5961 -1.0710 -4.4864 -0.5 0.7 1.0
H -0.6980 -0.0331 -4.1768 0.7 0.1 1.1
Ca -1.4548 0.7558 3.8912 -0.4 0.0 0.4
```
Positions in Å, forces in eV/Å.

## Properties
Orbital gap in eV: 4.11
Charge: +2
Strongest force on any atom in eV/Å: 4.23

These are the natural (NBO) partial charges, in e, on atoms 1 to 4: atom 1 (C): -0.68, atom 2 (C): -0.07, atom 3 (O): -0.49, atom 4 (C): 0.22

---

6.
# C12H12F12Mn2N5O18S4

A molecular structure, C12H12F12Mn2N5O18S4 in a non-equilibrium geometry (the ωB97M-V functional and the def2-TZVPD basis, the OMol25 dataset).

Geometry as XYZ:
```
65
Properties=species:S:1:pos:R:3:forces:R:3
Mn -2.6563 1.9984 0.1520 0.4 -0.5 1.7
Mn -0.0351 0.6342 2.3897 0.6 1.3 -0.5
C -4.0195 6.0455 -1.4181 0.3 -0.4 -0.1
F -3.1349 6.3991 -2.3189 1.1 0.0 0.9
F -3.7415 6.4669 -0.1555 0.4 -1.2 -1.4
F -5.1077 6.6389 -1.7796 -2.1 0.6 0.0
S -4.5317 4.1362 -1.6104 -1.6 0.2 1.0
O -5.1721 3.8074 -0.3736 0.3 0.0 0.7
O -5.4083 4.0899 -2.7789 2.5 0.0 1.4
N -3.0294 3.1113 -1.4790 -2.7 2.6 -0.8
S -2.6694 3.0811 -3.0099 1.2 -0.9 -5.9
O -3.4870 2.1370 -3.7982 1.9 0.7 2.0
O -2.5734 4.3766 -3.7089 0.3 -1.7 2.0
C -0.8330 2.4818 -2.8521 -0.7 0.2 -0.3
F -0.3800 2.1052 -4.0410 0.0 0.7 -0.3
F -0.0810 3.4464 -2.3142 -0.4 -0.4 -0.5
F -0.7480 1.4005 -2.0927 -0.3 -0.3 0.7
C 3.2238 1.6957 -0.8049 0.8 -2.5 0.9
F 3.4145 1.3986 -2.0927 -1.0 0.3 0.2
F 4.2598 2.2307 -0.3218 4.3 0.8 0.5
F 2.3417 2.5426 -0.4745 -4.2 1.6 -1.1
S 2.8727 0.1190 0.2544 -0.6 2.2 4.0
O 1.5361 0.3110 0.8462 0.5 0.5 0.3
O 2.8340 -1.0587 -0.5129 1.1 -1.8 -1.6
N 4.0043 0.3852 1.6219 -1.6 -1.8 -3.6
S 5.3300 -0.3334 1.0610 1.2 -0.2 -0.4
O 5.5622 -0.1693 -0.3642 -0.4 -0.3 0.6
O 6.4318 -0.0549 1.9251 0.0 0.0 0.5
C 5.0574 -2.2523 1.2715 1.4 1.4 0.3
F 6.0896 -2.8097 2.0350 -1.9 0.6 -1.2
F 3.8953 -2.3485 1.9374 0.4 -1.3 -0.2
F 5.0239 -2.8703 0.0793 -0.2 0.0 1.2
O -1.0890 0.9601 0.6698 -0.4 -0.9 -0.9
H -0.8308 0.1711 0.1547 -0.2 0.7 -0.1
N 1.6258 3.4695 2.4251 5.0 -2.2 1.5
O 0.6909 2.6525 2.3363 -2.9 -0.8 -0.2
O 1.5949 4.5790 1.9923 -1.3 1.8 -0.8
O 2.7108 3.0136 2.9282 -1.5 0.6 -0.3
N -3.0472 1.4222 3.3670 1.3 -0.9 -2.1
O -3.8267 1.1998 4.2699 0.3 0.9 -1.3
O -3.3140 1.8561 2.1833 -2.7 0.8 0.4
O -1.8380 1.1348 3.4177 1.1 -0.6 2.4
C 0.9767 -5.6741 1.0446 -0.2 1.2 0.5
C 0.2242 -4.8180 2.1268 0.7 -1.8 -0.7
C 1.1723 -4.3177 3.2315 -1.8 -0.2 -0.3
O 0.7980 -2.8936 3.3477 -0.5 -0.7 -1.0
C -0.1481 -2.6111 2.3871 2.1 0.2 -0.5
O -0.6230 -1.5131 2.1981 0.2 -0.6 0.7
O -0.3187 -3.6305 1.5413 -0.3 0.4 0.7
H 1.2708 -6.6762 1.3568 -0.7 -0.1 0.3
H 1.9467 -5.2273 0.8263 -0.1 0.5 -0.3
H 0.3539 -5.6781 0.1501 0.2 -0.3 0.0
H -0.6133 -5.4143 2.4888 -0.1 0.2 0.2
H 2.1385 -4.6507 2.8523 0.6 1.5 0.6
H 0.9431 -4.7785 4.1923 0.2 0.1 -0.1
N -0.6178 -1.7017 -3.1811 1.0 0.4 2.2
C -1.6877 -2.1600 -3.8201 -1.0 0.0 -0.4
C -2.6096 -2.5638 -2.8546 -0.7 -0.8 -3.1
C -1.9829 -2.5178 -1.6438 -0.1 0.6 2.5
C -0.8007 -1.8655 -1.7898 1.9 0.0 -1.7
H 0.1836 -1.2646 -3.6134 -0.1 -0.2 0.2
H -1.6177 -2.2102 -4.8967 -0.7 0.2 0.0
H -3.6209 -2.8679 -3.0813 0.2 -0.3 0.1
H -2.3731 -2.8970 -0.7109 -0.1 0.2 0.0
H 0.0603 -1.6690 -1.1681 -0.2 0.0 0.3
```
Positions in Å, forces in eV/Å.

## Properties
Orbital gap (alpha / beta) in eV: 7.88 / 7.26
Charge: -1
Strongest force on any atom in eV/Å: 6.07
Spin multiplicity: 11

These are the natural (NBO) partial charges, in e, on atoms 1 to 4: atom 1 (Mn): 1.69, atom 2 (Mn): 1.69, atom 3 (C): 0.82, atom 4 (F): -0.28

---

7.
# C12H12FNO

A single C12H12FNO molecule in a non-equilibrium geometry (the ωB97M-V functional and the def2-TZVPD basis, the OMol25 dataset).

Geometry as XYZ:
```
27
Properties=species:S:1:pos:R:3:forces:R:3
C 1.2332 -0.2595 2.6258 -2.9 -1.1 -0.1
O 0.1485 0.3421 1.8660 1.2 -0.9 -0.7
C -0.6089 -0.3617 1.0101 -1.5 -0.6 1.3
C -1.6706 0.2819 0.4975 0.7 -2.1 -1.4
C -2.4404 -0.4485 -0.5601 -1.0 0.6 0.8
C -1.9990 -1.3325 -1.5028 -4.0 2.0 1.8
C -0.7074 -1.7563 -1.6615 3.6 -2.9 -1.5
C 0.4249 -1.1035 -1.4956 2.7 -1.1 -1.8
F 1.6321 -1.8174 -1.7838 -1.4 0.1 0.5
C 0.8233 0.2568 -1.2735 -1.0 2.1 -0.3
C 0.0185 1.3517 -1.6937 -0.7 -2.7 -1.9
C 0.3474 2.6058 -1.4684 0.6 3.2 2.2
N 1.3818 2.9861 -0.7096 2.0 -1.5 1.3
C 2.2121 1.9896 -0.3021 0.0 0.8 -0.3
C 1.9868 0.6102 -0.6439 1.2 1.7 0.3
H 0.6760 -0.4001 3.5165 0.4 0.0 1.8
H 1.9465 0.4857 2.6789 1.7 1.1 0.3
H 1.5943 -1.2744 2.4224 0.0 0.4 -1.1
H -0.5317 -1.5022 0.8801 0.5 2.0 0.3
H -1.8342 1.3236 0.7151 -0.2 0.2 0.0
H -3.5238 -0.2113 -0.3985 0.8 -0.6 -1.0
H -2.7467 -1.8243 -2.1139 -0.1 0.0 0.1
H -0.5264 -2.8207 -2.0535 -0.4 1.6 0.7
H -0.7587 1.2990 -2.4490 -0.5 -1.0 0.5
H -0.3278 3.4498 -1.6110 0.0 -0.3 -0.9
H 3.1158 2.3284 0.3375 -1.5 -0.8 -1.3
H 2.8119 -0.0791 -0.5695 -0.1 -0.4 0.7
```
Positions in Å, forces in eV/Å.

## Properties
Orbital gap in eV: 7.39
Charge: 0
ΔE to the lowest compared entry with this formula, charge and spin in kcal per mole: 23.1
Strongest force on any atom in eV/Å: 4.84

These are the natural (NBO) partial charges, in e, on atoms 1 to 4: atom 1 (C): -0.26, atom 2 (O): -0.51, atom 3 (C): 0.18, atom 4 (C): -0.37

---

8.
# C12H12N2O3S

A molecular structure, C12H12N2O3S in a non-equilibrium geometry (the ωB97M-V functional and the def2-TZVPD basis, the OMol25 dataset).

Geometry as XYZ:
```
30
Properties=species:S:1:pos:R:3:forces:R:3
O -0.4169 -1.5383 2.5129 -1.0 -5.3 1.6
C -0.2727 -0.6477 1.7653 1.2 3.4 9.9
N 0.0923 0.4895 2.4225 2.1 7.1 3.4
C 0.1821 1.8945 1.8266 1.2 0.6 -0.3
N -0.2861 2.3761 0.6847 -1.1 -2.4 3.0
C -0.2139 3.7336 0.5072 1.6 -1.4 1.1
C 0.5288 4.4249 1.3447 1.8 -3.2 3.3
S 1.2772 3.1407 2.6912 -3.1 0.2 -2.8
H 1.1089 5.2685 1.4618 0.3 2.1 -0.3
H -0.6286 4.0668 -0.3701 -1.0 1.1 -1.8
H 0.3275 0.5522 3.6035 -1.1 -0.8 -4.9
C -0.3745 -0.4772 0.5072 -4.3 -0.7 -15.0
H -0.9045 0.4575 -0.0368 0.8 -1.8 2.7
C -1.1813 -1.8234 -0.1282 8.4 6.1 -3.2
H -1.8568 -2.1036 0.3963 -8.6 -3.4 6.0
C -0.0573 -2.6379 -0.2518 5.4 -7.1 -0.1
C 0.8921 -1.7556 -1.2584 1.1 -3.8 7.4
H 1.8383 -2.1084 -1.4185 2.2 -1.2 -1.1
C 0.9443 -0.6381 -0.3192 0.1 5.9 0.3
C 0.7668 0.5602 -1.4416 6.1 3.5 3.1
O 1.3690 1.6879 -1.4364 -2.8 -4.0 -0.1
O 0.1875 0.0349 -2.4325 -1.7 -0.7 -2.7
C -0.0651 -1.4451 -2.1792 3.1 3.6 -5.5
H -0.0284 -1.9000 -3.1364 0.3 -0.1 -0.9
C -1.2028 -1.6685 -1.5122 -14.9 3.6 -6.1
H -1.9947 -0.7115 -1.8884 1.9 -1.7 1.1
H -1.8996 -2.2923 -2.2677 1.3 -0.1 2.6
H 1.7446 -0.4324 0.4406 0.0 -0.6 -1.5
H 0.3861 -2.8423 0.7273 0.5 -0.4 -0.4
H -0.2626 -3.6652 -0.8143 0.2 1.7 1.4
```
Positions in Å, forces in eV/Å.

## Properties
Orbital gap in eV: 9.35
Charge: 0
ΔE to the lowest compared entry with this formula, charge and spin in kcal per mole: 256.5
Strongest force on any atom in eV/Å: 16.53

These are the natural (NBO) partial charges, in e, on atoms 1 to 4: atom 1 (O): -0.57, atom 2 (C): 0.61, atom 3 (N): -0.65, atom 4 (C): 0.32

---

Q: The highest charge belongs to which entry?
A: C12H11N4O3S2W